{
  "formula": "C12H34MnN4P2",
  "method": "ωB97M-V/def2-TZVPD",
  "symbols": ["Mn", "H", "H", "P", "P", "C", "H", "H", "H", "C", "H", "H", "H", "C", "H", "H", "H", "C", "H", "H", "H", "C", "H", "H", "H", "C", "H", "H", "H", "H", "H", "C", "N", "C", "N", "C", "N", "C", "N", "C", "C", "H", "H", "H", "H", "H", "H", "H", "H", "H", "H", "H", "H"],
  "xyz": [[-0.674397, -0.064524, -0.006313], [3.595403, 0.571828, 1.220137], [3.763605, -0.087159, 0.897362], [-0.170087, 2.259857, -0.569158], [-0.277990, -2.417680, -0.676373], [-1.420769, -3.624883, 0.093328], [-1.337509, -4.599271, -0.413083], [-1.208175, -3.767034, 1.162077], [-2.451683, -3.264381, -0.018209], [-0.448907, -2.797927, -2.455859], [0.379488, -2.348150, -3.018273], [-0.449464, -3.883386, -2.624143], [-1.394115, -2.378815, -2.823987], [1.368937, -3.109410, -0.252811], [1.575876, -2.975524, 0.823897], [1.407722, -4.187503, -0.494633], [2.150725, -2.584428, -0.827891], [-0.545995, 2.723063, -2.299675], [-0.475381, 3.812580, -2.440991], [0.157574, 2.229390, -2.984387], [-1.562830, 2.396327, -2.556669], [-1.169464, 3.451895, 0.379194], [-0.771800, 3.590897, 1.391416], [-1.176631, 4.426560, -0.128224], [-2.202055, 3.091982, 0.459577], [1.517398, 2.913162, -0.341097], [2.231248, 2.379102, -0.984851], [1.563162, 3.990486, -0.577530], [1.823530, 2.765598, 0.704499], [-0.253492, -0.074314, -1.708612], [-1.106278, -0.034131, -1.689294], [-0.514900, 1.077410, 3.185065], [-0.803069, -0.174530, 2.396066], [-2.202413, -0.610785, 2.663043], [-2.481765, -0.803858, 4.100063], [-2.207105, 0.487598, 4.795926], [-0.799525, 0.905116, 4.629400], [0.066833, -0.177330, 5.144082], [-0.167047, -1.449131, 4.427940], [0.073820, -1.251629, 2.987792], [-1.574801, -1.823959, 4.650573], [-1.138264, 1.890081, 2.793371], [0.555136, 1.305561, 3.061133], [-2.344399, -1.574201, 2.157517], [-2.898038, 0.149129, 2.285463], [-2.432325, 0.359831, 5.864842], [-2.871875, 1.253965, 4.382607], [1.113475, 0.118996, 5.025567], [-0.156942, -0.336765, 6.207087], [-0.150955, -2.193574, 2.468926], [1.120786, -0.959807, 2.833998], [-1.749668, -1.931668, 5.730122], [-1.778704, -2.784559, 4.170189]],
  "atomic_forces_ev_per_a": [[-0.3, -0.1, 0.4], [0.1, -0.3, -0.2], [-0.1, 0.3, 0.2], [0.1, -0.6, 0.2], [0.2, 0.7, 0.6], [-0.1, -0.7, -0.3], [-0.1, 0.1, 0.3], [0.0, 0.1, -0.3], [0.3, 0.0, 0.0], [0.0, -0.1, -0.1], [-0.2, -0.1, 0.2], [0.0, 0.2, 0.1], [0.2, -0.1, 0.1], [0.2, -0.6, -0.1], [-0.1, 0.0, -0.5], [0.1, 0.3, 0.2], [-0.4, -0.2, 0.2], [-0.1, 0.1, -0.2], [0.0, -0.3, 0.1], [-0.2, 0.1, 0.3], [0.3, 0.1, 0.1], [-0.2, 0.8, 0.0], [0.0, -0.1, -0.2], [0.0, 0.0, 0.2], [0.3, 0.0, -0.1], [0.3, 0.6, -0.1], [-0.3, 0.1, 0.2], [0.1, -0.3, 0.1], [-0.1, 0.0, -0.3], [1.0, 0.0, -0.6], [-1.0, 0.0, -0.5], [-0.4, -0.7, 0.2], [0.4, -0.2, 0.9], [0.0, 0.0, 0.6], [0.2, 0.6, 0.2], [0.1, -0.6, -0.3], [0.0, -0.2, -0.4], [-0.4, -0.1, -0.4], [0.1, 0.2, 0.0], [-0.4, 0.4, 0.2], [0.1, 0.4, -0.4], [0.2, -0.2, 0.0], [-0.4, 0.1, 0.0], [-0.1, 0.3, -0.1], [0.2, -0.3, -0.1], [0.1, 0.1, -0.3], [0.1, -0.1, 0.0], [-0.1, 0.0, 0.0], [0.1, 0.1, -0.2], [0.2, 0.3, 0.1], [-0.2, -0.1, 0.0], [0.0, 0.1, -0.3], [0.0, 0.1, 0.0]],
  "orbital_gap_ev": [4.366, 5.555],
  "total_energy_ev": -68848.8329,
  "s_squared": 8.7959,
  "multiplicity": 6,
  "de_lowest_kj_mol": 0.0
}



{
  "formula": "C3H14NO2",
  "method": "ωB97M-V/def2-TZVPD",
  "symbols": ["C", "C", "N", "C", "H", "H", "H", "H", "H", "H", "H", "H", "H", "H", "H", "H", "O", "H", "H", "O"],
  "xyz": [[-1.325090, 1.844343, -0.611888], [-0.027492, 1.325285, -0.030896], [0.060521, -0.195249, 0.050967], [1.403412, -0.571819, 0.581886], [-1.473752, 1.488929, -1.623910], [-1.258850, 2.924066, -0.522365], [-2.122791, 1.507576, 0.056803], [0.107112, 1.674033, 1.014896], [0.957425, 1.565775, -0.438186], [-0.673387, -0.442301, 0.734660], [-0.110620, -0.602268, -0.874140], [1.345976, -0.377010, 1.659069], [1.735855, -1.580553, 0.318549], [2.215012, 0.042329, 0.190563], [0.495783, -1.587227, -3.221909], [1.922883, -1.404663, -2.719388], [1.013084, -1.413530, -2.433652], [-1.619806, -0.784131, 3.022948], [-1.434708, -2.160273, 2.566265], [-1.210567, -1.253309, 2.279719]],
  "atomic_forces_ev_per_a": [[0.8, -0.4, 0.8], [1.2, -0.4, 1.1], [0.0, 1.1, 0.0], [0.4, -0.2, 0.5], [-0.2, 0.2, -0.2], [-0.3, 0.1, -0.4], [-0.2, 0.1, -0.3], [-0.4, -0.3, -0.4], [-0.6, 0.6, -0.9], [0.3, -0.8, -0.3], [0.2, -0.1, 0.1], [0.2, -0.5, -0.3], [-0.8, 0.0, 0.3], [-0.5, 0.4, -0.3], [-0.1, -0.1, -0.2], [0.5, 0.0, -0.2], [-0.5, 0.2, 0.4], [0.2, 0.5, -0.3], [0.4, 0.2, -0.7], [-0.7, -0.6, 1.1]],
  "orbital_gap_ev": 13.047,
  "total_energy_ev": -8917.2297,
  "de_lowest_kj_mol": 53.7,
  "total_charge": 1
}